Computed, not measured: C21H21Cl2IrN2O4PS3 as an isolated structure in a non-equilibrium geometry, with ωB97M-V with the def2-TZVPD basis set.

Values from the calculation:
E in Eh: -3783.9890
<S²>: 0.75
Spin multiplicity: 2

Last column: natural (NBO) charge in e.
Geometry (Å):
Ir: -0.227 0.326 0.089  0.629
C: -3.416 5.498 0.392  -0.639
C: -2.788 4.800 -0.793  -0.059
O: -1.423 4.391 -0.542  -0.819
P: -1.034 3.183 0.395  1.725
S: 0.725 2.445 -0.093  -0.325
S: -2.229 1.605 0.273  -0.486
O: -1.085 3.887 1.816  -0.834
C: -1.019 3.147 3.061  -0.063
C: 0.407 2.976 3.530  -0.641
H: -4.379 5.915 0.090  0.219
H: -2.779 6.308 0.746  0.222
H: -3.586 4.812 1.221  0.216
H: -2.711 5.465 -1.649  0.198
H: -3.358 3.919 -1.091  0.192
H: -1.516 2.186 2.922  0.197
H: -1.603 3.739 3.764  0.189
H: 0.959 2.298 2.880  0.233
H: 0.405 2.565 4.542  0.216
H: 0.923 3.936 3.547  0.217
Cl: 6.395 -3.643 0.013  -0.013
C: 4.996 -2.596 0.006  -0.092
C: 5.179 -1.211 -0.166  -0.199
C: 4.113 -0.366 -0.177  -0.117
Cl: 4.368 1.338 -0.389  0.015
C: 2.762 -0.830 -0.017  0.488
O: 1.820 0.039 -0.041  -0.760
C: 2.631 -2.221 0.162  -0.312
C: 1.330 -2.804 0.362  0.441
O: 0.281 -2.184 0.416  -0.629
C: 3.742 -3.091 0.166  -0.161
H: 6.177 -0.812 -0.292  0.240
H: 1.304 -3.906 0.453  0.119
H: 3.584 -4.154 0.303  0.223
S: -5.297 -4.120 -0.433  0.264
C: -3.954 -2.949 -0.306  -0.120
C: -3.556 -2.204 -1.404  -0.256
C: -2.529 -1.287 -1.252  0.078
N: -1.913 -1.097 -0.086  -0.445
C: -2.290 -1.813 0.972  0.086
C: -3.311 -2.743 0.906  -0.246
C: -4.358 -5.545 -0.954  -0.141
C: -4.155 -5.810 -2.300  -0.257
C: -3.425 -6.936 -2.651  0.041
N: -2.908 -7.787 -1.767  -0.399
C: -3.114 -7.523 -0.478  0.040
C: -3.829 -6.425 -0.021  -0.257
H: -4.032 -2.332 -2.366  0.236
H: -2.188 -0.670 -2.073  0.226
H: -1.756 -1.620 1.891  0.226
H: -3.594 -3.303 1.786  0.235
H: -4.560 -5.155 -3.060  0.229
H: -3.251 -7.166 -3.696  0.199
H: -2.690 -8.227 0.230  0.198
H: -3.972 -6.260 1.039  0.229